29
Properties=species:S:1:pos:R:3:forces:R:3 method="wB97M-V/def2-TZVPD" de_lowest_ev=4.965 charge=0 homo_lumo_gap_ev=8.0 energy_ha=-666.47235 e_lumo_ev=-0.1 multiplicity=1
C -1.545 1.359 -0.873 -2.897 1.183 -0.741
C -1.022 2.123 -1.792 2.378 0.593 -2.182
C -0.889 0.829 0.214 3.462 -1.911 2.014
C 0.482 2.251 -1.792 0.144 -0.071 1.411
C 0.393 1.575 0.662 -2.264 -0.863 -0.104
C 0.859 2.604 -0.316 4.003 -2.089 -1.319
C -0.084 -3.021 -0.540 -1.903 1.875 -0.602
C 0.766 -2.121 0.318 -2.170 0.102 1.839
C -0.447 -0.979 1.574 0.067 -1.922 0.727
N -1.226 -0.337 0.678 -0.950 1.888 -1.301
N -1.155 -1.933 2.299 -0.581 -0.967 0.643
N 1.487 -1.085 -0.338 0.763 -2.349 1.954
O 2.458 -0.674 0.306 0.176 0.894 -0.864
O 1.093 -0.717 -1.422 0.327 0.819 -0.510
H -2.578 1.222 -0.853 -1.765 -0.546 -0.292
H -1.496 2.524 -2.697 -0.495 -0.256 0.750
H 0.919 1.248 -1.995 -0.157 0.854 -0.170
H 0.852 2.991 -2.490 0.048 0.079 -0.123
H 0.081 2.150 1.489 -0.427 0.453 1.552
H 1.076 0.843 1.033 0.790 0.044 -0.195
H 2.016 2.600 -0.140 -1.821 0.279 -0.788
H 0.537 3.537 -0.013 -0.876 2.031 0.233
H -1.001 -3.333 0.085 1.325 0.335 -1.101
H 0.426 -3.871 -0.955 0.410 -0.622 0.311
H -0.393 -2.423 -1.487 0.061 -0.960 1.822
H 1.154 -2.574 1.251 0.794 0.483 -1.183
H 0.169 -0.464 2.332 0.707 0.053 -1.081
H -0.771 -2.237 3.172 0.301 0.074 0.104
H -2.161 -2.090 2.289 0.548 0.519 -0.800


30
Properties=species:S:1:pos:R:3:forces:R:3 method="wB97M-V/def2-TZVPD" charge=0 homo_lumo_gap_ev="4.8 / 5.7" energy_ha=-3067.87989 e_lumo_ev="0.2 / -2.4" multiplicity=3
C 0.982 -0.933 -2.460 1.408 -1.384 -0.553
C 2.799 0.270 -2.601 0.738 -2.813 0.481
C 0.704 0.297 -1.934 -3.077 1.202 0.902
C 0.749 1.416 0.713 1.192 -2.511 2.449
C -2.318 -1.071 0.899 -0.892 -1.080 -1.027
C 0.196 -1.502 0.717 0.157 -2.940 -2.462
C -0.768 -0.459 2.612 0.214 0.178 1.165
C -0.611 0.824 -1.429 1.789 -3.506 -3.184
C -0.592 0.862 0.588 -0.452 1.493 2.664
N 2.328 -0.965 -2.822 -0.094 0.402 -0.610
N 1.876 0.999 -2.003 -0.829 0.786 -0.230
N -0.841 -0.541 1.086 -1.582 -0.080 2.184
O 0.850 2.705 0.502 -2.068 2.345 -0.639
O 1.777 0.792 1.074 -1.210 0.358 -0.704
Se -1.958 2.133 1.098 0.481 -0.988 -0.801
H 0.326 -1.848 -2.569 0.882 1.452 0.029
H 3.851 0.579 -2.566 -0.597 -0.300 -0.487
H -2.689 -1.346 -0.132 1.536 0.419 0.538
H -2.580 -2.037 1.483 1.170 1.854 -0.462
H -3.009 -0.259 1.133 0.431 -0.143 0.579
H 0.342 -1.555 -0.426 -0.287 0.135 2.162
H 1.065 -1.174 1.184 1.659 0.904 0.197
H 0.120 -2.569 1.138 -1.044 1.571 -0.565
H -1.605 0.127 2.979 -0.015 0.263 -0.258
H -0.965 -1.460 2.928 0.075 -0.804 0.432
H 0.168 -0.097 3.153 -0.844 -0.307 -1.782
H -1.397 0.056 -1.532 0.215 0.826 -0.236
H -0.776 1.811 -1.680 -0.801 1.838 -0.255
H 2.112 1.889 -1.662 -0.402 1.236 0.680
H -0.136 3.056 0.530 2.251 -0.407 -0.210


33
Properties=species:S:1:pos:R:3:forces:R:3 method="wB97M-V/def2-TZVPD" de_lowest_ev=6.579 charge=0 homo_lumo_gap_ev=9.5 energy_ha=-967.52882 e_lumo_ev=0.3 multiplicity=1
C 2.515 1.515 -0.218 -1.963 1.460 1.452
C 1.079 1.107 0.579 1.869 2.120 3.596
C 3.465 0.286 -0.030 0.764 3.019 2.085
C 3.004 -0.478 -1.262 -0.416 -2.208 -0.247
C -0.784 -0.370 0.884 -1.406 2.395 0.976
C -0.285 -1.693 1.323 -0.513 -4.606 0.212
C -2.122 -0.483 0.046 3.647 -3.283 -0.589
C -2.963 0.749 -0.021 -0.478 -0.442 0.728
C -4.295 0.340 -0.685 0.407 0.163 -0.263
H 2.239 3.548 0.118 2.183 -2.089 1.358
H 2.598 2.785 1.780 0.962 -0.798 -5.313
H 2.334 1.616 -1.440 0.436 0.617 3.730
H 3.349 -0.171 1.102 -0.142 0.476 -3.271
H 4.647 0.700 0.064 -3.221 -1.336 -1.054
H 3.559 -2.187 -1.944 -1.093 -2.044 -2.713
H 0.397 -0.178 -0.824 0.200 0.073 -0.243
H -1.021 0.258 1.817 0.778 -0.877 -1.343
H -1.611 -0.514 -1.018 -1.706 -1.060 1.728
H -2.456 -1.573 0.454 -0.584 2.925 -1.597
H -3.057 1.264 0.987 -0.194 -0.563 -1.196
H -2.558 1.463 -0.767 0.190 -0.258 0.721
H -4.765 2.213 0.047 -1.318 -1.731 -2.165
H -6.122 1.375 -1.013 3.217 0.731 1.030
H 0.701 -3.207 0.231 -0.361 0.970 0.611
N 2.948 2.773 0.524 -2.699 1.494 1.279
N 0.177 0.288 0.039 0.451 0.743 0.750
N -5.051 1.514 -0.737 -2.651 -0.544 0.637
O 0.967 1.557 1.806 0.030 -1.961 -4.637
O 2.052 -0.240 -2.038 3.111 -1.147 1.867
O 3.776 -1.594 -1.287 0.372 2.441 1.820
O -0.705 -2.382 2.266 1.971 2.402 -3.309
O -4.475 -0.767 -1.205 -0.425 2.600 1.015
O 0.579 -2.229 0.200 -1.420 0.316 2.347


33
Properties=species:S:1:pos:R:3:forces:R:3 method="wB97M-V/def2-TZVPD" de_lowest_ev=2.794 smiles="NC(=O)C[C@H](NC(=O)[C@@H](N)CCC(=O)O)C(=O)O" charge=0 homo_lumo_gap_ev=10.2 energy_ha=-967.66792 e_lumo_ev=0.6 multiplicity=1
N 3.853 1.572 1.706 0.145 0.461 -1.005
C 3.244 0.484 1.067 -0.386 2.499 0.199
O 3.064 -0.555 1.628 -0.319 -1.018 0.473
C 2.838 0.720 -0.412 3.087 1.831 0.032
C 1.854 -0.211 -0.943 -1.759 -0.465 -0.330
N 0.613 0.139 -0.256 -1.611 -3.093 0.246
C -0.209 1.134 -0.647 0.794 3.293 -0.583
O 0.107 2.112 -1.363 0.393 -1.944 0.515
C -1.584 1.189 -0.047 0.161 -4.093 0.923
N -2.177 2.452 0.118 -0.535 -0.037 0.694
C -2.405 0.348 -1.023 -1.206 -0.256 -2.638
C -3.801 -0.101 -0.498 0.117 2.956 -0.555
C -3.887 -0.937 0.664 -0.931 -1.795 1.269
O -3.024 -1.565 1.191 0.343 -0.108 0.432
O -5.219 -1.091 1.028 0.297 1.193 -0.192
C 2.163 -1.716 -0.735 0.904 1.402 -0.586
O 1.314 -2.581 -0.758 2.079 0.894 0.316
O 3.599 -1.818 -0.722 -3.446 -4.458 -1.041
H 4.245 1.452 2.657 -0.454 0.092 -1.270
H 4.071 2.434 1.144 -0.321 -1.524 1.187
H 3.836 0.442 -0.815 -0.435 0.650 -0.587
H 2.537 1.779 -0.763 0.704 -1.564 1.038
H 1.714 -0.039 -2.053 0.288 -0.326 1.012
H 0.139 -0.732 0.151 0.681 1.880 -0.603
H -1.484 0.547 0.934 -0.614 1.578 -1.346
H -2.036 3.043 -0.685 0.327 0.095 -0.202
H -1.714 2.827 0.912 0.139 1.170 0.658
H -2.753 1.126 -1.847 1.218 -1.708 1.082
H -1.748 -0.521 -1.531 -1.784 1.831 1.194
H -4.385 0.863 -0.146 1.099 -1.446 -1.223
H -4.413 -0.669 -1.209 0.231 0.591 -0.466
H -5.669 -0.323 0.588 0.130 -1.255 0.708
H 3.637 -2.849 -0.893 0.664 2.677 0.647